39
Properties=species:S:1:pos:R:3:nbo_charge:R:1 method="wB97M-V/def2-TZVPD" total_charge=+1 homo_lumo_gap_ev=6.2 max_force_ev_per_a=1.3 lumo_ha=-0.1609
C -6.516 -1.138 0.044 0.063
C 3.186 -0.013 -0.800 -0.211
H 2.796 0.128 4.279 0.235
H -1.500 0.038 6.346 0.228
H 2.922 -0.037 -1.852 0.215
H -4.730 -1.976 -0.528 0.437
H -4.682 2.165 -0.582 0.248
N 0.246 -0.072 2.119 -0.620
N -5.225 -1.110 -0.366 -0.492
H -7.042 2.172 0.178 0.237
C -5.214 1.245 -0.397 -0.263
C -6.517 1.238 0.022 -0.108
H -4.194 -0.150 3.034 0.223
C 1.778 0.070 3.930 -0.252
H -6.956 -2.113 0.196 0.232
C 3.920 0.063 1.866 -0.203
H -8.225 0.005 0.563 0.246
C -0.799 -0.068 3.003 0.247
H 0.975 0.100 5.898 0.234
Sn 0.012 -0.381 -0.172 1.372
C 2.188 -0.029 0.169 -0.561
C -3.177 -0.117 3.404 -0.168
C 0.761 0.058 4.837 -0.073
C -0.580 -0.007 4.399 -0.118
C -2.958 -0.063 4.793 -0.201
C -2.126 -0.121 2.529 -0.253
H -2.299 -0.151 1.458 0.228
C 4.895 0.075 0.881 -0.173
C -1.681 -0.008 5.279 -0.154
H 5.938 0.110 1.164 0.229
H 4.236 0.089 2.899 0.215
C 4.531 0.041 -0.455 -0.184
H 5.292 0.051 -1.224 0.230
S -2.924 -0.098 -1.152 -0.333
H -3.800 -0.061 5.471 0.232
C 2.571 0.013 1.523 -0.038
C 1.506 0.003 2.545 0.257
C -7.193 0.022 0.248 -0.283
C -4.524 0.031 -0.615 0.083


83
Properties=species:S:1:pos:R:3:lowdin_charge:R:1 method="wB97M-V/def2-TZVPD" total_charge=+3 homo_lumo_gap_ev="4.3 / 4.3" max_force_ev_per_a=1.1 lumo_ha="-0.4309 / -0.4310"
C -0.086 6.429 -0.660 -0.006
H -0.495 2.964 3.839 0.136
C 1.370 -4.784 -2.685 -0.045
O -1.387 1.752 -0.351 -0.191
O -3.001 3.254 -0.835 0.247
C -3.360 -0.899 0.153 -0.093
H -1.589 3.943 1.860 0.158
F 4.792 -3.506 1.233 0.209
C -4.726 -2.065 -1.992 -0.033
N 0.662 0.401 -2.054 -0.045
N -0.142 -1.250 2.231 0.169
N 7.720 -3.937 1.057 0.319
C 3.496 0.008 -0.323 -0.120
C 0.437 -0.565 -1.163 -0.505
H 2.226 -4.795 -3.346 0.121
C -0.239 7.718 -1.137 -0.034
C -1.862 3.043 -0.658 -0.416
H -2.559 -5.153 2.359 0.119
C -0.206 -3.591 -1.335 -0.342
F 3.025 1.190 -0.785 0.058
C -2.082 -1.535 3.645 -0.023
C -5.396 -1.276 -1.064 -0.017
C -1.166 7.981 -2.139 -0.025
H 3.088 2.364 1.581 0.125
H -5.258 -0.094 0.724 0.123
C -1.798 5.662 -2.188 -0.008
C 2.050 2.664 1.624 -0.054
C 7.662 -0.933 -0.539 -0.097
C -3.365 -2.284 -1.857 -0.075
H -0.600 -3.827 1.625 0.097
H -4.196 -4.166 3.921 0.123
H -1.914 -0.537 4.030 0.117
H -3.867 -1.873 4.773 0.122
C -0.887 -4.771 -1.043 -0.093
W 0.454 1.411 -0.508 1.771
C 4.826 -0.248 -0.396 -0.108
As -0.849 -1.966 -0.598 1.511
H 1.410 -2.658 -2.430 0.100
C 0.104 -1.263 1.005 -0.341
C 7.256 -2.983 0.606 -0.095
H 2.099 3.638 -0.310 0.142
C -0.555 3.618 1.797 0.035
H -2.421 4.878 -2.595 0.121
F 5.622 0.637 -0.930 0.202
H -2.829 -0.467 0.992 0.097
H 0.637 6.237 0.126 0.122
C 0.706 -5.969 -2.387 -0.023
C -0.867 5.396 -1.180 -0.161
C -3.357 -3.578 3.575 -0.039
N 8.447 -0.268 -1.056 0.315
C 5.353 -1.479 0.138 0.016
H 1.768 1.988 3.647 0.133
C 6.701 -1.787 0.073 -0.029
H 0.008 3.444 -2.611 0.170
C -1.202 -2.069 2.712 -0.289
H 1.059 -6.902 -2.806 0.128
C 0.052 3.037 2.908 0.007
H -2.664 7.163 -3.440 0.125
C 4.394 -2.365 0.748 -0.097
O 0.240 3.264 -1.684 -0.092
H -1.774 -4.763 -0.421 0.109
C -3.169 -2.287 4.057 -0.040
H 0.361 8.520 -0.728 0.123
C 0.127 3.731 0.595 -0.215
F 2.232 -2.937 1.344 0.164
H -5.265 -2.512 -2.817 0.126
C 1.490 3.341 0.533 -0.143
C -2.445 -4.127 2.686 -0.048
H -0.943 -6.887 -1.360 0.127
C 2.558 -0.860 0.267 0.004
H -6.461 -1.115 -1.172 0.128
C -2.699 -1.693 -0.784 -0.339
C -0.421 -5.963 -1.574 -0.030
C -1.365 -3.375 2.246 -0.059
C 3.064 -2.059 0.811 -0.122
C -1.940 6.954 -2.664 -0.029
C -0.630 4.008 -0.713 -0.262
C 0.917 -3.585 -2.160 -0.092
C 1.148 -0.522 0.225 -0.331
H -2.837 -2.905 -2.570 0.115
C -4.719 -0.696 0.006 -0.035
H -1.288 8.990 -2.508 0.126
C 1.322 2.499 2.805 -0.016


24
Properties=species:S:1:pos:R:3:nbo_charge:R:1 method="wB97M-V/def2-TZVPD" total_charge=+2 homo_lumo_gap_ev="5.9 / 7.6" max_force_ev_per_a=6.2 relative_energy_ev=7.249 lumo_ha="-0.3607 / -0.3323"
N -2.612 -0.682 1.623 -0.358
C -1.786 0.126 1.201 0.300
H 0.572 3.237 0.485 0.271
C 0.675 -0.055 -1.389 0.379
N -2.160 -1.951 -0.259 -0.401
H 3.803 1.245 0.762 0.282
H 2.391 3.589 0.908 0.291
H 1.877 3.368 -0.777 0.295
H -1.574 -2.992 -1.889 0.174
H -0.281 -1.767 -2.090 0.462
C -1.239 -0.919 -0.426 0.382
N 1.076 0.654 -0.407 -0.369
C 1.781 1.477 0.269 0.534
H 1.247 -0.095 -2.358 0.259
C -2.310 -2.946 -1.096 -0.073
C 2.895 1.055 1.168 -0.664
H 2.802 -0.128 1.071 0.236
H -3.629 -2.446 1.088 0.239
H -3.107 -3.647 -1.096 0.253
C -2.981 -1.649 0.829 0.303
C 1.617 2.972 0.225 -0.719
H 2.742 1.493 2.179 0.292
H -1.501 1.086 1.302 0.225
N -0.299 -1.023 -1.323 -0.592


32
Properties=species:S:1:pos:R:3:nbo_charge:R:1 method="wB97M-V/def2-TZVPD" total_charge=+3 homo_lumo_gap_ev=5.6 max_force_ev_per_a=1.9 lumo_ha=-0.4777
H 4.699 -1.521 -1.148 0.278
C 1.491 -1.505 -0.187 0.636
H -5.168 1.477 -0.715 0.279
C -3.972 -1.693 -0.713 -0.131
N -4.582 -4.155 -1.213 -0.121
C -4.485 0.646 -0.597 -0.212
C -4.312 -3.062 -0.990 0.189
Se 0.375 2.218 0.082 0.618
Se -0.683 0.317 2.812 0.436
O 2.278 1.876 0.250 -0.590
H 4.673 1.591 -1.638 0.255
C 3.740 -1.195 -0.766 0.161
H -1.971 -2.189 -0.151 0.258
C 2.681 -2.051 -0.704 -0.318
Se -1.694 4.400 3.004 -0.040
N -2.312 -0.127 -0.006 -0.489
N 3.682 0.153 -0.433 -0.327
H 5.736 0.467 -0.761 0.259
C -4.887 -0.656 -0.877 -0.022
O 0.274 -1.883 -0.119 -0.568
C 4.833 1.066 -0.699 -0.414
H 4.921 1.779 0.114 0.248
H -5.893 -0.869 -1.219 0.283
C -2.695 -1.396 -0.278 0.088
H 2.746 -3.070 -1.061 0.310
Se 2.480 2.833 3.923 -0.045
C -3.202 0.881 -0.172 0.084
N 1.568 -0.244 0.315 -0.551
Sb 0.350 3.322 3.171 0.961
C 2.536 0.626 0.058 0.792
H -2.861 1.881 0.054 0.217
Tc -0.347 0.084 0.665 0.478